[1]
C39H23IrN5O3PS2 | the ωB97M-V functional and the def2-TZVPD basis

Results
energy above the lowest of the compared OMol25 structures with the same formula, charge and spin: 85.98 kcal per mole
total charge: 0
lowest unoccupied orbital energy (spin up / spin down): -1.67 / -1.67 eV
HOMO-LUMO gap (spin up / spin down): 5.62 / 5.62 eV

Cartesian coordinates (Å):
Ir (-1.439, -0.225, -0.446)
S (-1.206, -2.789, -1.376)
C (-0.322, -2.039, -2.698)
C (0.954, -2.359, -3.117)
C (1.568, -1.573, -4.101)
C (2.901, -1.882, -4.509)
N (3.975, -2.154, -4.820)
C (0.892, -0.480, -4.657)
C (-0.420, -0.189, -4.268)
C (-1.029, -0.968, -3.303)
S (-2.655, -0.777, -2.673)
C (1.517, 0.365, -5.624)
N (1.971, 1.075, -6.407)
H (1.492, -3.187, -2.676)
H (-0.936, 0.651, -4.715)
O (-3.951, 1.121, -0.297)
C (-2.998, 0.809, 0.387)
C (-2.833, 1.291, 1.788)
C (-3.518, 2.405, 2.267)
C (-3.282, 2.846, 3.558)
C (-2.389, 2.175, 4.386)
C (-1.730, 1.044, 3.924)
C (-1.943, 0.619, 2.621)
P (-1.140, -0.781, 1.794)
C (0.536, -0.712, 2.505)
C (1.222, 0.490, 2.313)
C (2.511, 0.642, 2.790)
C (3.126, -0.410, 3.461)
C (2.446, -1.600, 3.662)
C (1.150, -1.756, 3.185)
C (-1.908, -2.258, 2.517)
C (-1.535, -3.504, 2.010)
C (-2.066, -4.662, 2.554)
C (-2.980, -4.581, 3.595)
C (-3.386, -3.343, 4.071)
C (-2.856, -2.180, 3.534)
H (-4.206, 2.923, 1.611)
H (-3.800, 3.723, 3.925)
H (-2.198, 2.538, 5.388)
H (-1.042, 0.503, 4.564)
H (0.731, 1.300, 1.783)
H (3.038, 1.575, 2.642)
H (4.137, -0.294, 3.832)
H (2.923, -2.410, 4.198)
H (0.618, -2.685, 3.349)
H (-0.843, -3.555, 1.177)
H (-1.772, -5.627, 2.163)
H (-3.384, -5.485, 4.033)
H (-4.119, -3.282, 4.865)
H (-3.179, -1.216, 3.903)
O (2.286, 5.116, -3.529)
N (2.953, 4.115, -3.350)
O (4.143, 4.058, -3.591)
C (2.318, 2.942, -2.780)
C (3.153, 1.938, -2.380)
C (2.670, 0.814, -1.685)
C (3.493, -0.264, -1.292)
C (2.939, -1.317, -0.617)
C (1.570, -1.298, -0.333)
N (0.785, -0.298, -0.689)
C (1.302, 0.744, -1.358)
C (0.409, 1.767, -1.809)
N (-0.902, 1.627, -1.502)
C (-1.785, 2.467, -2.012)
C (-1.406, 3.497, -2.864)
C (-0.077, 3.700, -3.148)
C (0.893, 2.845, -2.588)
H (4.207, 2.027, -2.601)
H (4.544, -0.243, -1.553)
H (3.528, -2.172, -0.316)
H (1.094, -2.132, 0.166)
H (-2.821, 2.295, -1.751)
H (-2.167, 4.135, -3.289)
H (0.223, 4.504, -3.798)



[2]
C3H10N5 | the ωB97M-V functional and the def2-TZVPD basis

Results
energy above the lowest of the compared OMol25 structures with the same formula, charge and spin: 128.18 kcal per mole
total charge: +1
SMILES: [H]/N=N/[C@@H](C)N(C)/[NH+]=N/[H]
lowest unoccupied orbital energy: -5.45 eV
HOMO-LUMO gap: 7.69 eV

Cartesian coordinates (Å):
H (-2.816, 1.000, 0.576)
N (-1.895, 0.813, 0.434)
N (-1.662, -0.371, 0.503)
C (-0.325, -0.872, 0.208)
C (-0.319, -1.606, -1.154)
N (0.672, 0.113, 0.269)
C (0.929, 0.578, 1.674)
N (0.978, 0.940, -0.699)
N (0.372, 0.959, -1.830)
H (0.701, 1.591, -2.487)
H (-0.258, -1.440, 1.169)
H (-0.821, -1.069, -1.872)
H (-0.840, -2.524, -1.047)
H (0.770, -1.648, -1.443)
H (1.560, -0.150, 2.210)
H (1.190, 1.677, 1.648)
H (0.041, 0.543, 2.249)
H (1.724, 1.466, -0.408)



[3]
C4H3Cl5 | the ωB97M-V functional and the def2-TZVPD basis

Results
total charge: 0
multiplicity: 3
lowest unoccupied orbital energy (spin up / spin down): 0.41 / -1.80 eV
HOMO-LUMO gap (spin up / spin down): 8.89 / 9.06 eV

Cartesian coordinates (Å):
C (-1.037, 0.549, 0.462)
C (0.126, 0.683, -0.522)
C (-1.525, -0.965, 0.377)
C (1.448, 0.367, -0.152)
Cl (-1.995, -1.653, -1.135)
Cl (-0.527, -2.196, 1.153)
Cl (2.550, 1.632, -0.821)
Cl (1.749, 0.384, 1.585)
Cl (1.991, -1.201, -1.061)
H (-0.899, 0.690, 1.561)
H (-1.821, 1.239, 0.101)
H (-0.060, 0.471, -1.547)



[4]
CaH2O | the ωB97M-V functional and the def2-TZVPD basis

Results
energy above the lowest of the compared OMol25 structures with the same formula, charge and spin: 6.09 kcal per mole
total charge: +2
lowest unoccupied orbital energy: -11.01 eV
HOMO-LUMO gap: 13.66 eV

Cartesian coordinates (Å):
O (-0.044, -0.259, -0.010)
H (-0.942, -0.337, 0.384)
H (0.506, -0.897, 0.498)
Ca (0.480, 1.493, -0.872)



[5]
C32H46AuNO5S2Se | the ωB97M-V functional and the def2-TZVPD basis

Results
energy above the lowest of the compared OMol25 structures with the same formula, charge and spin: 3.16 kcal per mole
total charge: 0
multiplicity: 3
lowest unoccupied orbital energy (spin up / spin down): 0.43 / -2.56 eV
HOMO-LUMO gap (spin up / spin down): 7.88 / 5.12 eV

Cartesian coordinates (Å):
Au (0.595, 0.855, -0.169)
C (-4.068, -3.573, -5.266)
C (-4.475, -2.842, -3.980)
C (-5.510, -1.760, -4.316)
C (-5.129, -3.857, -3.042)
C (-3.247, -2.191, -3.350)
C (-2.799, -2.481, -2.076)
C (-1.678, -1.847, -1.556)
Se (-1.160, -2.220, 0.254)
C (-2.498, -1.074, 1.013)
C (-3.808, -1.440, 1.044)
C (-4.798, -0.598, 1.591)
C (-4.403, 0.620, 2.166)
C (-3.099, 1.057, 2.192)
C (-2.093, 0.217, 1.542)
O (-0.891, 0.585, 1.472)
C (-2.701, 2.388, 2.808)
C (-3.892, 3.068, 3.488)
C (-1.606, 2.177, 3.867)
C (-2.187, 3.323, 1.701)
C (-6.249, -1.053, 1.561)
C (-6.375, -2.363, 2.356)
C (-7.206, -0.025, 2.162)
C (-6.653, -1.301, 0.098)
C (-0.926, -0.917, -2.284)
O (0.202, -0.418, -1.807)
C (-1.374, -0.611, -3.604)
C (-2.508, -1.250, -4.076)
C (-0.639, 0.403, -4.486)
C (0.811, -0.048, -4.715)
C (-0.681, 1.784, -3.815)
C (-1.284, 0.553, -5.866)
H (-4.936, -4.056, -5.719)
H (-3.320, -4.339, -5.054)
H (-3.646, -2.886, -6.000)
H (-6.400, -2.210, -4.760)
H (-5.112, -1.033, -5.025)
H (-5.809, -1.221, -3.416)
H (-6.006, -4.291, -3.526)
H (-5.462, -3.389, -2.114)
H (-4.449, -4.672, -2.791)
H (-3.304, -3.214, -1.462)
H (-4.089, -2.404, 0.641)
H (-5.165, 1.242, 2.607)
H (-4.314, 2.456, 4.287)
H (-4.684, 3.316, 2.779)
H (-3.549, 4.003, 3.932)
H (-1.948, 1.497, 4.650)
H (-1.379, 3.136, 4.337)
H (-0.693, 1.783, 3.429)
H (-2.912, 3.401, 0.888)
H (-1.240, 2.989, 1.290)
H (-2.035, 4.325, 2.107)
H (-6.077, -2.218, 3.395)
H (-5.757, -3.154, 1.934)
H (-7.412, -2.702, 2.341)
H (-7.003, 0.151, 3.219)
H (-8.228, -0.399, 2.079)
H (-7.160, 0.929, 1.635)
H (-6.051, -2.085, -0.362)
H (-6.535, -0.395, -0.499)
H (-7.698, -1.609, 0.052)
H (-2.843, -1.016, -5.077)
H (1.342, -0.152, -3.775)
H (1.335, 0.681, -5.339)
H (0.830, -1.011, -5.230)
H (-0.226, 1.754, -2.831)
H (-1.715, 2.119, -3.707)
H (-0.149, 2.518, -4.424)
H (-1.283, -0.387, -6.422)
H (-0.711, 1.279, -6.443)
H (-2.311, 0.919, -5.804)
S (4.059, 2.578, -2.706)
C (4.207, 0.885, -2.502)
C (3.147, 0.408, -1.813)
N (2.240, 1.374, -1.456)
C (2.595, 2.563, -1.858)
H (5.045, 0.337, -2.895)
H (2.948, -0.619, -1.555)
H (2.032, 3.453, -1.632)
C (1.763, 4.046, 2.917)
S (1.920, 3.380, 1.286)
O (3.299, 3.524, 0.885)
O (0.946, 4.057, 0.443)
O (1.536, 1.936, 1.480)
H (2.196, 5.043, 2.910)
H (2.304, 3.401, 3.604)
H (0.709, 4.084, 3.175)



[6]
C5H6ClFN2 | the ωB97M-V functional and the def2-TZVPD basis

Results
energy above the lowest of the compared OMol25 structures with the same formula, charge and spin: 24.06 kcal per mole
total charge: 0
multiplicity: 3
lowest unoccupied orbital energy (spin up / spin down): 0.71 / -2.57 eV
HOMO-LUMO gap (spin up / spin down): 6.84 / 7.22 eV

Cartesian coordinates (Å):
C (-1.308, 1.640, -1.105)
C (0.125, -0.627, 1.277)
C (-0.153, 0.818, 0.841)
C (1.059, -1.215, 0.268)
C (0.112, -0.246, -1.359)
N (-2.048, 2.402, -1.539)
N (-0.438, 0.792, -0.593)
F (2.317, -0.746, 0.317)
Cl (-1.046, -1.411, -1.999)
H (0.555, -0.631, 2.282)
H (-0.800, -1.204, 1.281)
H (-1.003, 1.245, 1.375)
H (0.734, 1.431, 1.035)
H (1.034, -2.265, 0.016)
H (0.861, 0.015, -2.098)



[7]
CH2N5S | the ωB97M-V functional and the def2-TZVPD basis

Results
energy above the lowest of the compared OMol25 structures with the same formula, charge and spin: 57.15 kcal per mole
total charge: -1
lowest unoccupied orbital energy: 3.41 eV
HOMO-LUMO gap: 7.94 eV

Cartesian coordinates (Å):
C (-0.588, 1.491, 0.674)
N (-1.088, 1.846, 1.827)
N (-0.593, 2.422, -0.302)
N (-1.368, 3.138, 1.566)
N (-1.091, 3.447, 0.306)
N (0.151, -0.264, 0.589)
S (-0.050, -1.018, -0.955)
H (-0.286, -0.933, 1.101)
H (0.770, -0.025, -1.620)